# 1
Below is one molecule with the formula C5H12N2 in a non-equilibrium geometry, with properties calculated with ωB97M-V/def2-TZVPD.

Summary:
- spin multiplicity = 1
- net charge = 0
- LUMO (eV) = 1.16
- Kohn-Sham gap (eV) = 8.9899
- E_HOMO (eV) = -7.830
- relative energy (zero: lowest compared OMol25 entry of this formula, charge and spin) (kJ/mol) = 135.2

CARTESIAN COORDINATES (ANGSTROEM)
N 2.4193 -1.7800 1.1488
C 1.2334 -1.4265 0.4531
C 0.1180 -1.0387 1.0688
C -1.1021 -0.5943 0.2836
C -1.3009 0.9202 0.3681
C -0.4334 1.6092 -0.6844
N -0.6064 1.1334 -2.0780
H 2.2537 -2.3147 1.9866
H 3.1018 -2.2008 0.5389
H 1.5101 -1.1502 -0.5508
H 0.1992 -0.8567 2.1354
H -1.9391 -1.1554 0.7096
H -0.9552 -0.9903 -0.7170
H -2.3637 1.1215 0.2376
H -0.8813 1.3870 1.2648
H 0.6219 1.4239 -0.4766
H -0.4773 2.7057 -0.6148
H 0.0682 1.6843 -2.6077
H -1.4665 1.5223 -2.4662

Forces on atoms 1 to 2 (eV/Å):
-0.48 0.09 -0.28
1.41 0.85 1.12

# 2
Below is one molecule with the formula C5H12N2 in a non-equilibrium geometry, with properties calculated with ωB97M-V/def2-TZVPD.

Summary:
- spin multiplicity = 1
- net charge = 0
- LUMO (eV) = 0.94
- Kohn-Sham gap (eV) = 9.0250
- E_HOMO (eV) = -8.086
- relative energy (zero: lowest compared OMol25 entry of this formula, charge and spin) (kJ/mol) = 264.2

CARTESIAN COORDINATES (ANGSTROEM)
C 0.8541 0.0202 1.4017
C -0.1638 -0.5600 0.3836
C -0.6649 -1.8365 0.4387
N -0.0610 -2.8537 1.2204
C -0.4763 0.2087 -0.8710
C 0.2830 1.4502 -1.0705
N -0.2738 2.5080 -1.9612
H 0.5434 0.6387 2.3048
H 1.6155 -0.6383 1.7552
H 1.4354 0.7741 0.7396
H -1.2011 -2.2184 -0.4850
H -0.5024 -3.3622 1.9422
H 0.7998 -2.7757 1.7332
H -0.4562 -0.3401 -1.7344
H -1.5802 0.4576 -0.6642
H 1.3270 1.2338 -1.2967
H 0.2095 1.9288 -0.0802
H -1.0862 2.2508 -2.5308
H -0.6016 3.1140 -1.2253

Forces on atoms 1 to 2 (eV/Å):
0.27 2.41 -1.63
0.37 -2.30 0.99

# 3
Below is one molecule with the formula C5H12N2 in a non-equilibrium geometry, with properties calculated with ωB97M-V/def2-TZVPD.

Summary:
- spin multiplicity = 1
- net charge = 0
- LUMO (eV) = 1.00
- Kohn-Sham gap (eV) = 10.1657
- E_HOMO (eV) = -9.168
- relative energy (zero: lowest compared OMol25 entry of this formula, charge and spin) (kJ/mol) = 58.0

CARTESIAN COORDINATES (ANGSTROEM)
C 2.2203 0.2978 -1.5775
C 0.9953 -0.5385 -1.1917
C 0.7788 -0.5297 0.3263
C -0.6411 -0.9894 0.7204
N -1.6829 -0.3132 -0.0646
C -2.2578 0.6849 0.4571
N -1.9604 1.3934 1.6097
H 2.5224 0.1511 -2.6122
H 2.0240 1.3491 -1.3797
H 3.0555 -0.0024 -0.9494
H 0.1460 -0.1378 -1.7287
H 1.1299 -1.5792 -1.4832
H 0.9290 0.5020 0.6611
H 1.4555 -1.2551 0.7805
H -0.7997 -0.9132 1.8010
H -0.7251 -2.0252 0.4203
H -3.1078 1.1133 -0.0785
H -1.3294 0.9461 2.2546
H -2.7524 1.8460 2.0345

Forces on atoms 1 to 2 (eV/Å):
-0.07 -0.55 0.40
0.51 0.05 0.09

# 4
Below is C5H12N2 as an isolated structure in a non-equilibrium geometry, with properties calculated with ωB97M-V/def2-TZVPD.

Summary:
- spin multiplicity = 1
- net charge = +2
- LUMO (eV) = -12.03
- Kohn-Sham gap (eV) = 6.8728
- E_HOMO (eV) = -18.902
- relative energy (zero: lowest compared OMol25 entry of this formula, charge and spin) (kJ/mol) = 740.7

CARTESIAN COORDINATES (ANGSTROEM)
C 2.1188 0.8773 0.3908
C 0.6692 0.4688 0.6099
C -0.2810 0.7587 -0.5061
C -1.6258 0.4200 -0.5590
N -2.3658 -0.3743 0.1620
C -3.7503 -0.5901 -0.1558
N 3.2711 -1.2915 0.0794
H 2.6675 1.0656 1.3120
H 2.4252 1.5484 -0.4093
H 0.2612 1.0057 1.4831
H 0.5567 -0.6110 0.8067
H 0.1353 1.0180 -1.4790
H -2.1609 0.9691 -1.3459
H -3.7768 -1.2072 -1.0762
H -3.9940 -1.3169 0.6155
H -4.4354 0.2478 -0.3069
H 3.8399 -1.3722 0.9281
H 2.6476 -0.2719 0.2477
H 3.7977 -1.3443 -0.7969

Forces on atoms 1 to 2 (eV/Å):
-0.75 1.16 1.26
-0.25 0.67 -0.96

# 5
Below is a 2-piece molecular cluster, C5H12N2O overall, with properties calculated with ωB97M-V/def2-TZVPD.

Summary:
- spin multiplicity = 1
- net charge = 0
- LUMO (alpha / beta) (eV) = 0.61 / -0.08
- Kohn-Sham gap (alpha / beta) (eV) = 7.6343 / 6.6488
- E_HOMO (alpha / beta) (eV) = -7.023 / -6.726
- relative energy (zero: lowest compared OMol25 entry of this formula, charge and spin) (kJ/mol) = 569.7

CARTESIAN COORDINATES (ANGSTROEM)
C -0.9418 -0.5981 0.6139
C 1.7254 -0.7040 0.8776
C -1.6294 -1.2478 -0.5362
C -1.4921 0.6626 1.1919
C 1.6344 -0.0012 -0.3173
N 0.4689 1.3951 -1.7446
O 2.7609 0.3381 -1.0433
N 0.4680 0.3880 -0.7990
H 3.5300 0.1818 -0.4854
H -0.6256 -1.3110 1.3633
H 1.1189 2.1668 -1.6098
H -0.4510 1.7798 -1.9031
H 2.5841 -1.3453 1.0480
H 1.1935 -0.3725 1.7506
H -2.0177 -0.5139 -1.2409
H -1.7475 1.3804 0.4120
H -2.4596 -1.8658 -0.1660
H -0.9417 -1.9015 -1.0742
H -2.3936 0.4402 1.7812
H -0.7842 1.1283 1.8813

Forces on atoms 1 to 2 (eV/Å):
-0.45 0.27 -0.01
0.25 -0.06 -0.12

# 6
Below is a 2-piece molecular cluster, C5H12N2O overall in a non-equilibrium geometry, with properties calculated with ωB97M-V/def2-TZVPD.

Summary:
- spin multiplicity = 1
- net charge = 0
- LUMO (alpha / beta) (eV) = -0.39 / 0.37
- Kohn-Sham gap (alpha / beta) (eV) = 8.2181 / 8.5035
- E_HOMO (alpha / beta) (eV) = -8.612 / -8.136
- relative energy (zero: lowest compared OMol25 entry of this formula, charge and spin) (kJ/mol) = 688.8

CARTESIAN COORDINATES (ANGSTROEM)
C 0.0674 -0.7960 -0.2067
C 0.7609 1.7870 0.4153
C -0.7346 -0.6531 -1.4886
C -0.6060 -1.7770 0.7412
N 1.4880 0.8878 -0.4292
C -0.2541 0.8929 1.0897
O 1.5159 1.4587 -1.6979
N -0.0386 0.6454 2.3630
H 2.2933 1.0543 -2.1143
H 1.0366 -1.2382 -0.4258
H -0.7693 0.0417 2.7440
H 1.3999 2.2682 1.1685
H 0.2707 2.5878 -0.1496
H -1.2582 0.9604 0.6495
H -0.0085 -1.9524 1.6372
H -1.6392 -1.5039 0.9761
H -0.8320 -1.6237 -1.9891
H -1.7419 -0.2715 -1.2939
H -0.2711 -0.0133 -2.2408
H -0.6794 -2.7552 0.2514

Forces on atoms 1 to 2 (eV/Å):
-0.08 -2.10 -1.47
-0.75 0.25 0.39

# 7
Below is a 2-piece molecular cluster, C5H12N2O overall in a non-equilibrium geometry, with properties calculated with ωB97M-V/def2-TZVPD.

Summary:
- spin multiplicity = 1
- net charge = 0
- LUMO (eV) = -2.31
- Kohn-Sham gap (eV) = 6.0657
- E_HOMO (eV) = -8.375
- relative energy (zero: lowest compared OMol25 entry of this formula, charge and spin) (kJ/mol) = 700.0

CARTESIAN COORDINATES (ANGSTROEM)
C 0.4633 -0.8228 0.8512
N 1.4453 -1.3720 0.0736
C 0.6458 2.0602 1.1675
C -0.7192 1.9654 0.7658
O -1.5298 1.3348 1.3931
C -0.9324 -1.2101 0.2437
N -0.9797 -1.1244 -1.2513
C -0.1046 -0.1885 -1.9740
H 0.6484 0.3355 0.7278
H 0.4462 -1.0694 1.9180
H 2.2783 -1.4942 0.6686
H 1.1666 1.6357 2.0097
H 1.2459 2.5999 0.4371
H -0.9145 2.4336 -0.2137
H -1.8357 -0.7811 0.6580
H -0.9185 -2.2840 0.4431
H -0.7904 -2.0787 -1.5084
H 0.3483 0.5200 -1.2818
H -0.6919 0.3030 -2.7476
H 0.7287 -0.7629 -2.3803

Forces on atoms 1 to 2 (eV/Å):
-0.33 -4.07 -1.55
-0.33 0.88 1.71

# 8
Below is one molecule with the formula C5H12N2O in a non-equilibrium geometry, with properties calculated with ωB97M-V/def2-TZVPD.

Summary:
- spin multiplicity = 1
- net charge = 0
- LUMO (eV) = -3.54
- Kohn-Sham gap (eV) = 4.2801
- E_HOMO (eV) = -7.825
- relative energy (zero: lowest compared OMol25 entry of this formula, charge and spin) (kJ/mol) = 895.7

CARTESIAN COORDINATES (ANGSTROEM)
N 1.5119 0.8751 0.1916
C 2.1515 -1.3274 -0.8840
C 0.7302 -1.4654 -0.2434
C 0.5912 -0.2860 0.7359
C -0.9232 0.1389 0.8085
N -1.3884 0.5555 -0.6958
C -1.1660 1.9945 -1.0935
O -1.6489 -0.7863 1.4544
H 2.1644 1.1253 0.9368
H 0.9191 -0.6544 1.7266
H 2.0863 0.1037 -0.6250
H 2.8287 -2.1147 -0.5295
H 2.1635 -1.3752 -1.9878
H 0.6127 -2.3854 0.3459
H -0.1178 -1.4528 -0.9327
H -0.9804 1.1878 1.2855
H -2.3750 0.5536 -0.4263
H -1.7252 2.8546 -0.6810
H -0.0999 2.1816 -1.0200
H -1.4518 1.9246 -2.1405

Forces on atoms 1 to 2 (eV/Å):
-1.10 -3.17 -0.35
-2.63 -1.42 -0.52

# 9
Below is C5H12N2O as an isolated structure in a non-equilibrium geometry, with properties calculated with ωB97M-V/def2-TZVPD.

Summary:
- spin multiplicity = 1
- net charge = 0
- LUMO (eV) = 0.80
- Kohn-Sham gap (eV) = 8.9207
- E_HOMO (eV) = -8.116
- relative energy (zero: lowest compared OMol25 entry of this formula, charge and spin) (kJ/mol) = 515.4

CARTESIAN COORDINATES (ANGSTROEM)
C -2.2288 -1.1224 0.5821
C -0.0606 1.2930 -1.7267
C -0.1424 0.8987 -0.2918
O -1.2972 -0.6844 -0.4074
N -0.4502 1.5286 0.7391
H -0.4885 2.5393 0.6501
H -1.8185 -2.0153 1.0611
H -2.3197 -0.3395 1.3419
H -3.1702 -1.3625 0.0894
H -0.8793 1.9712 -1.9727
H -0.1490 0.4199 -2.3713
H 0.8928 1.7780 -1.9366
C 1.7828 -0.4502 1.4597
C 1.3039 -0.4111 0.0373
N 2.0455 -0.8599 -0.8904
H 1.5755 -0.8630 -1.7981
H -0.2840 -0.8924 -0.0327
H 1.6538 -1.4603 1.8566
H 1.1944 0.2183 2.0885
H 2.8396 -0.1860 1.5219

Forces on atoms 1 to 2 (eV/Å):
0.57 0.17 0.04
-0.21 -0.17 -0.17

# 10
Below is one molecule with the formula C5H12N2O in a non-equilibrium geometry, with properties calculated with ωB97M-V/def2-TZVPD.

Summary:
- spin multiplicity = 1
- net charge = 0
- LUMO (eV) = 0.89
- Kohn-Sham gap (eV) = 8.1456
- E_HOMO (eV) = -7.254
- relative energy (zero: lowest compared OMol25 entry of this formula, charge and spin) (kJ/mol) = 395.7

CARTESIAN COORDINATES (ANGSTROEM)
C -1.0975 0.8781 1.3050
C -0.6256 -0.3670 0.6226
C -1.5496 -1.6506 0.9307
C 0.2928 -0.5698 -0.3051
N 0.7364 -1.6726 -0.9564
N 1.2011 0.6516 -0.5733
C 0.8728 1.9702 -1.0826
O 2.5098 0.2688 -0.9712
H -1.9205 1.3307 0.7449
H -0.3031 1.6222 1.4038
H -1.4438 0.6488 2.3180
H -2.5603 -1.4479 0.5681
H -1.5732 -1.7697 2.0172
H -1.2018 -2.5925 0.5061
H 0.3848 -2.6145 -0.8028
H 1.0878 -1.4427 -1.8823
H 1.4076 2.7462 -0.5162
H -0.2002 2.1695 -1.0043
H 1.1597 2.0603 -2.1380
H 2.8228 -0.2192 -0.1843

Forces on atoms 1 to 2 (eV/Å):
0.69 0.06 0.03
-2.39 -3.23 0.36

| no. | E (Ha) |
| --- | --- |
| 1 | -307.17786 |
| 2 | -307.12870 |
| 3 | -307.20725 |
| 4 | -306.28879 |
| 5 | -382.28555 |
| 6 | -382.24017 |
| 7 | -382.23590 |
| 8 | -382.16139 |
| 9 | -382.30622 |
| 10 | -382.35180 |